Density functional theory data (ωB97M-V/def2-TZVPD) for 9 unconnected molecules or ions with the total composition C62H116F6N13O8S2.

```
! wB97M-V def2-TZVPD RIJCOSX def2/J DEFGRID3
* xyz 7 1
C 0.29 0.76 -4.14
F -1.04 0.83 -3.96
F 0.70 -0.49 -4.11
F 0.68 1.42 -5.23
S 1.24 1.58 -2.63
O 2.59 1.89 -3.11
O 0.39 2.71 -2.31
N 1.10 0.32 -1.37
S 1.63 1.10 -0.15
O 2.85 1.86 -0.28
O 0.53 1.71 0.65
C 2.30 -0.41 0.91
F 2.96 0.11 1.98
F 1.34 -1.17 1.35
F 3.23 -1.12 0.27
C -3.05 -5.15 -9.45
C -4.11 -4.13 -8.99
C -5.44 -4.35 -9.88
C -6.47 -5.31 -9.41
C -6.74 -5.01 -7.95
C -5.57 -5.21 -6.94
N -4.41 -4.38 -7.46
O -3.48 -4.02 -6.44
C -5.23 -6.73 -6.75
C -6.17 -4.48 -5.68
C -3.58 -2.71 -9.11
H -2.06 -4.93 -9.02
H -2.92 -5.29 -10.52
H -3.39 -6.11 -9.06
H -5.27 -4.49 -10.95
H -5.97 -3.40 -9.99
H -6.11 -6.33 -9.53
H -7.44 -5.15 -9.88
H -7.51 -5.71 -7.64
H -7.08 -3.97 -7.94
H -6.11 -7.28 -6.42
H -4.38 -6.77 -6.07
H -4.91 -7.21 -7.68
H -7.09 -4.94 -5.31
H -6.25 -3.40 -5.74
H -5.52 -4.65 -4.82
H -2.68 -2.54 -8.52
H -4.25 -2.01 -8.62
H -3.23 -2.42 -10.10
C 9.19 -2.27 3.47
C 10.45 -2.78 2.66
C 10.11 -4.04 1.83
C 9.38 -3.67 0.55
C 10.29 -2.68 -0.29
C 10.50 -1.28 0.46
N 11.01 -1.64 1.83
O 11.59 -0.61 2.54
C 9.13 -0.56 0.61
C 11.53 -0.43 -0.35
C 11.58 -3.21 3.63
H 8.90 -3.04 4.17
H 8.33 -2.10 2.83
H 9.35 -1.40 4.10
H 9.63 -4.82 2.42
H 11.05 -4.48 1.50
H 8.38 -3.26 0.72
H 9.28 -4.49 -0.16
H 9.88 -2.54 -1.29
H 11.31 -3.02 -0.50
H 8.42 -1.29 1.00
H 8.69 -0.28 -0.35
H 9.24 0.27 1.31
H 11.04 0.06 -1.19
H 12.41 -0.98 -0.69
H 12.00 0.35 0.25
H 12.01 -2.50 4.33
H 12.36 -3.56 2.96
H 11.27 -4.01 4.29
C -1.70 -1.79 7.32
C -1.56 -3.27 7.73
C -2.03 -3.39 9.27
C -3.46 -3.28 9.49
C -4.11 -4.44 8.72
C -3.97 -4.39 7.17
N -2.46 -4.17 6.93
O -2.06 -4.54 5.63
C -4.75 -3.23 6.46
C -4.33 -5.75 6.53
C -0.11 -3.88 7.66
H -0.95 -1.18 7.82
H -2.65 -1.37 7.65
H -1.77 -1.65 6.24
H -1.49 -2.73 9.95
H -1.78 -4.39 9.63
H -3.82 -2.25 9.37
H -3.68 -3.60 10.51
H -5.19 -4.34 8.84
H -3.67 -5.35 9.14
H -4.67 -2.23 6.89
H -5.83 -3.40 6.40
H -4.32 -3.08 5.47
H -3.58 -6.50 6.78
H -4.37 -5.66 5.44
H -5.26 -6.20 6.86
H 0.56 -3.30 8.28
H 0.36 -3.64 6.71
H -0.05 -4.96 7.80
C 4.46 5.55 6.82
C 3.49 6.19 5.81
C 2.23 5.35 5.40
C 1.10 5.32 6.45
C 0.66 6.72 6.82
C 1.79 7.74 7.20
N 2.96 7.55 6.26
O 3.79 8.63 6.03
C 2.23 7.57 8.69
C 1.32 9.24 7.09
C 4.22 6.37 4.40
H 5.42 6.05 6.76
H 4.48 4.49 6.54
H 4.05 5.62 7.83
H 2.60 4.33 5.32
H 1.73 5.72 4.50
H 1.44 4.81 7.35
H 0.27 4.76 6.03
H -0.07 6.62 7.63
H 0.06 7.12 6.00
H 3.12 8.13 8.96
H 2.49 6.53 8.88
H 1.42 7.74 9.39
H 2.11 9.98 7.25
H 0.57 9.41 7.86
H 0.91 9.37 6.09
H 5.17 6.91 4.45
H 3.64 6.92 3.67
H 4.46 5.42 3.93
C 3.89 -3.23 -7.15
C 4.87 -2.75 -6.11
N 5.08 -3.89 -5.21
C 5.86 -4.99 -5.49
C 5.57 -5.89 -4.47
N 4.70 -5.37 -3.58
C 4.43 -4.12 -4.05
C 4.12 -6.00 -2.38
H 3.03 -3.75 -6.74
H 4.36 -3.84 -7.93
H 3.57 -2.32 -7.65
H 4.49 -1.86 -5.61
H 5.81 -2.42 -6.56
H 6.34 -5.07 -6.45
H 5.71 -6.96 -4.42
H 3.76 -3.42 -3.59
H 3.41 -6.76 -2.70
H 3.54 -5.24 -1.86
H 4.84 -6.52 -1.75
C -9.75 7.76 -1.25
C -9.09 8.16 0.05
N -8.14 7.14 0.51
C -8.39 5.90 0.90
C -7.19 5.32 1.37
N -6.19 6.15 0.99
C -6.76 7.30 0.55
C -4.78 5.95 1.22
H -8.98 7.45 -1.95
H -10.39 8.61 -1.50
H -10.50 6.98 -1.11
H -9.78 8.24 0.89
H -8.53 9.08 -0.06
H -9.40 5.54 0.98
H -7.05 4.36 1.85
H -6.23 8.20 0.28
H -4.41 5.87 2.24
H -4.32 6.79 0.70
H -4.56 5.03 0.69
C -5.20 -1.08 -1.21
C -4.35 -1.58 -0.03
N -4.01 -3.00 -0.14
C -4.88 -4.02 0.33
C -4.21 -5.19 0.11
N -2.99 -4.96 -0.44
C -2.85 -3.56 -0.69
C -1.85 -5.89 -0.77
H -6.08 -1.69 -1.44
H -4.71 -0.79 -2.14
H -5.73 -0.18 -0.90
H -4.87 -1.48 0.92
H -3.45 -0.96 -0.11
H -5.76 -3.84 0.92
H -4.48 -6.21 0.35
H -2.07 -3.05 -1.24
H -2.10 -6.52 -1.62
H -1.65 -6.50 0.12
H -0.98 -5.37 -1.14
C 0.83 7.39 -4.74
C -0.23 7.94 -5.67
N -1.38 7.02 -5.74
C -1.63 6.19 -6.84
C -2.74 5.39 -6.45
N -3.13 5.77 -5.20
C -2.36 6.87 -4.83
C -4.30 5.16 -4.54
H 1.64 8.12 -4.73
H 1.22 6.52 -5.28
H 0.62 7.11 -3.71
H 0.07 8.05 -6.71
H -0.65 8.86 -5.24
H -1.00 6.17 -7.72
H -3.28 4.56 -6.86
H -2.44 7.44 -3.92
H -4.39 4.08 -4.64
H -5.28 5.45 -4.93
H -4.32 5.41 -3.48
*
```

The LUMO energy comes out at -14.178 eV. The value obtained for the largest force on an atom is 9.57 eV/Å. The calculation puts the electronic energy at -139814.678 eV. As for the molar mass: 1349.8 g mol⁻¹. As for the orbital gap: 0.1535 hartree.

These are the Löwdin partial charges, in e, on atoms 1 to 6: -0.648, 0.110, 0.115, 0.149, 0.697, -0.307

Density functional theory data (ωB97M-V/def2-TZVPD) for 13 unconnected molecules or ions with the total composition C62H118O39.

```
! wB97M-V def2-TZVPD RIJCOSX def2/J DEFGRID3
* xyz 0 1
C -4.32 -3.86 0.50
C -3.15 -4.68 1.01
C -3.30 -6.20 0.68
O -2.16 -6.52 -0.17
C -1.47 -5.36 -0.35
O -0.49 -5.32 -0.97
O -1.97 -4.38 0.30
H -4.09 -3.52 -0.53
H -4.60 -2.92 1.04
H -5.20 -4.51 0.44
H -2.94 -4.55 2.03
H -4.20 -6.37 0.14
H -3.20 -6.87 1.51
C 5.26 0.91 4.33
C 4.58 2.07 3.57
C 5.28 3.38 3.64
O 5.73 3.69 2.28
C 5.30 2.66 1.48
O 5.51 2.58 0.32
O 4.67 1.67 2.16
H 4.77 1.06 5.33
H 6.38 1.02 4.39
H 5.01 -0.10 3.98
H 3.56 2.10 3.76
H 6.18 3.28 4.19
H 4.66 4.25 3.99
C -4.72 0.20 -4.52
C -4.51 0.72 -3.09
C -5.75 1.37 -2.50
O -6.30 0.42 -1.56
C -5.44 -0.57 -1.38
O -5.55 -1.49 -0.64
O -4.36 -0.36 -2.20
H -4.09 -0.68 -4.62
H -4.43 0.97 -5.19
H -5.74 -0.07 -4.82
H -3.65 1.36 -3.07
H -6.44 1.72 -3.30
H -5.55 2.27 -1.89
C -1.42 5.87 -0.02
C -2.86 6.23 0.20
C -3.40 7.27 -0.76
O -3.84 6.51 -1.89
C -4.22 5.35 -1.47
O -4.91 4.59 -2.04
O -3.65 5.05 -0.30
H -1.08 5.63 -1.08
H -1.08 5.04 0.67
H -0.84 6.81 0.21
H -3.04 6.42 1.24
H -2.62 7.90 -1.11
H -4.24 7.87 -0.29
C 0.16 5.12 5.10
C 0.60 4.07 6.09
C 1.31 2.86 5.50
O 2.69 3.20 5.52
C 2.82 4.12 6.54
O 3.91 4.37 7.00
O 1.66 4.62 6.89
H -0.67 4.77 4.49
H 0.95 5.35 4.42
H -0.10 6.03 5.59
H -0.19 3.78 6.82
H 0.97 2.63 4.51
H 1.15 1.94 6.02
C 2.88 -2.45 0.45
C 1.97 -3.65 0.24
C 2.66 -5.05 0.60
O 1.77 -5.54 1.59
C 0.73 -4.73 1.74
O -0.19 -4.96 2.47
O 0.82 -3.61 1.03
H 3.62 -2.59 -0.36
H 3.38 -2.42 1.43
H 2.31 -1.48 0.38
H 1.82 -3.78 -0.81
H 3.67 -4.96 1.05
H 2.58 -5.77 -0.21
C -4.61 2.21 1.24
C -4.59 2.62 2.72
C -4.95 1.41 3.69
O -3.65 1.24 4.41
C -2.76 2.07 3.99
O -1.66 2.13 4.41
O -3.16 2.88 3.05
H -4.15 2.99 0.64
H -5.69 1.94 1.04
H -4.01 1.33 1.18
H -5.22 3.52 2.85
H -5.23 0.50 3.07
H -5.72 1.66 4.45
C -1.54 -0.77 0.74
C -1.13 -0.37 2.10
C -1.29 -1.36 3.21
O -0.29 -0.80 4.11
C 0.65 -0.23 3.40
O 1.70 0.28 3.71
O 0.25 -0.07 2.14
H -2.55 -1.11 0.73
H -0.92 -1.56 0.30
H -1.50 0.12 0.10
H -1.65 0.61 2.36
H -0.97 -2.32 2.91
H -2.15 -1.37 3.82
C 1.56 -4.15 5.13
O 2.53 -3.80 4.22
C 3.16 -2.63 4.64
C 4.62 -2.79 4.55
O 5.07 -2.33 3.33
C 6.47 -2.43 3.21
C 6.89 -1.70 1.94
O 6.68 -2.45 0.74
C 6.84 -1.69 -0.44
H 0.76 -3.37 5.16
H 2.04 -4.39 6.08
H 1.10 -5.11 4.82
H 2.94 -2.40 5.73
H 2.77 -1.69 4.13
H 4.85 -3.83 4.71
H 5.12 -2.35 5.41
H 6.78 -3.49 3.13
H 7.03 -1.92 4.08
H 8.00 -1.48 2.01
H 6.39 -0.70 1.89
H 7.69 -1.00 -0.28
H 5.93 -1.08 -0.56
H 7.10 -2.31 -1.28
C -8.85 -3.45 -7.61
O -7.89 -3.29 -6.58
C -7.83 -4.38 -5.72
C -7.06 -3.86 -4.56
O -5.66 -3.57 -4.82
C -5.00 -4.69 -5.38
C -3.48 -4.28 -5.57
O -2.69 -4.78 -4.49
C -2.72 -3.94 -3.36
H -8.61 -2.82 -8.47
H -9.91 -3.15 -7.31
H -8.85 -4.45 -8.09
H -7.39 -5.33 -6.08
H -8.79 -4.65 -5.24
H -7.11 -4.60 -3.78
H -7.50 -2.96 -4.15
H -5.45 -5.06 -6.30
H -5.04 -5.54 -4.61
H -3.49 -3.22 -5.67
H -3.08 -4.61 -6.52
H -2.17 -4.52 -2.55
H -3.76 -3.73 -3.08
H -2.24 -2.94 -3.38
C 1.12 3.00 1.82
O 1.72 4.22 2.25
C 2.33 4.93 1.16
C 3.07 6.14 1.71
O 2.12 7.11 2.11
C 2.67 7.91 3.15
C 1.83 9.13 3.24
O 1.93 10.03 2.14
C 1.24 11.24 2.34
H 0.23 2.83 2.37
H 1.78 2.15 1.83
H 0.82 3.14 0.78
H 1.55 5.30 0.46
H 2.92 4.31 0.55
H 3.74 6.58 0.93
H 3.66 5.70 2.51
H 3.74 8.16 2.95
H 2.57 7.37 4.04
H 2.04 9.69 4.16
H 0.77 8.74 3.41
H 1.34 11.86 1.42
H 1.51 11.77 3.24
H 0.16 10.90 2.35
C -0.47 0.20 -4.15
O -1.67 0.99 -3.98
C -1.55 2.25 -4.55
C -0.80 3.31 -3.74
O 0.59 3.47 -4.18
C 1.48 4.08 -3.30
C 2.40 3.15 -2.56
O 1.63 2.37 -1.65
C 2.18 1.15 -1.21
H 0.42 0.79 -3.96
H -0.45 -0.05 -5.23
H -0.53 -0.66 -3.55
H -2.51 2.73 -4.59
H -1.12 2.27 -5.59
H -0.90 3.07 -2.74
H -1.31 4.30 -4.02
H 0.96 4.65 -2.53
H 2.11 4.75 -3.87
H 3.27 3.58 -2.13
H 2.85 2.43 -3.30
H 3.04 1.39 -0.51
H 2.45 0.50 -2.09
H 1.41 0.69 -0.65
C 3.32 -1.89 -4.83
O 3.07 -3.26 -4.79
C 4.08 -4.03 -4.21
C 3.55 -5.45 -4.24
O 2.57 -5.51 -3.22
C 1.69 -6.60 -3.37
C 2.31 -7.99 -3.35
O 3.01 -8.39 -2.14
C 2.11 -8.31 -0.95
H 3.95 -1.74 -5.71
H 3.76 -1.58 -3.85
H 2.42 -1.33 -5.01
H 4.35 -3.72 -3.19
H 5.00 -4.00 -4.90
H 4.42 -6.10 -4.04
H 3.15 -5.55 -5.30
H 1.19 -6.43 -4.32
H 1.02 -6.53 -2.56
H 3.04 -8.12 -4.15
H 1.47 -8.63 -3.69
H 1.32 -9.03 -1.05
H 1.71 -7.31 -0.97
H 2.77 -8.49 -0.11
*
```

For the energy above the lowest of the compared OMol25 structures with the same formula, charge and spin, the calculation gives 0.0 kJ/mol. The LUMO energy comes out at 0.105 eV. The value obtained for the largest force on an atom is 3.91 eV/Å. The calculation puts the electronic energy at -146050.729 eV. As for the molar mass: 1487.6 g mol⁻¹. As for the orbital gap: 0.3396 hartree.

These are the Löwdin partial charges, in e, on atoms 1 to 6: -0.020, -0.273, -0.041, 0.080, -0.676, 0.182

- The lowest orbital gap belongs to which entry?
  C62H116F6N13O8S2

- Which of these has the lowest largest force on an atom?
  C62H118O39

- Which of these has the highest electronic energy?
  C62H116F6N13O8S2